#1
The following is a DFT calculation (ωB97M-V/def2-TZVPD) of C24H31BN13OSTi as an isolated structure.

Values from the calculation:
Orbital gap (spin up / spin down) ... 8.25 / 6.63 eV
LUMO (spin up / spin down) ... 0.426 / -1.202 eV
⟨S²⟩ ... 0.76
E_HOMO (spin up / spin down) ... -7.8 / -7.8 eV
2S+1 ... 2

Each line ends with the Löwdin spin population.
Element x y z (Å)
Ti (0.8164, -0.0074, -0.5861)  0.00
C (-3.5391, 0.4817, -1.7183)  0.00
C (-2.1758, 0.6434, -1.9776)  0.00
N (-1.4482, -0.0300, -1.0964)  0.00
N (-2.3139, -0.6427, -0.2686)  0.00
C (-3.5800, -0.3469, -0.6166)  0.00
B (-1.8208, -1.6755, 0.7695)  0.00
N (-0.8687, -2.6925, 0.0557)  0.00
C (-0.7672, -4.0228, 0.2424)  0.00
C (0.4030, -4.4625, -0.3359)  0.00
C (0.9904, -3.2992, -0.8401)  0.00
N (0.2292, -2.2423, -0.5953)  0.00
N (-0.9492, -1.0011, 1.8563)  0.00
C (-0.9609, -1.1133, 3.1959)  0.00
C (0.2604, -0.6933, 3.6816)  0.00
C (0.9888, -0.3485, 2.5424)  0.00
N (0.2561, -0.5309, 1.4516)  0.00
N (-3.0395, -2.4024, 1.3150)  0.00
C (-3.8051, -3.3013, 0.6446)  0.00
C (-4.9617, -3.4886, 1.3561)  0.00
C (-4.8237, -2.6300, 2.4637)  0.00
N (-3.6789, -1.9739, 2.4285)  0.00
H (-4.3725, 0.9066, -2.2493)  0.00
H (-1.6909, 1.2290, -2.7443)  0.00
H (-4.4160, -0.7439, -0.0655)  0.00
H (-1.5251, -4.5659, 0.7794)  0.00
H (0.7776, -5.4695, -0.3785)  0.00
H (1.9322, -3.1714, -1.3478)  0.00
H (-1.8397, -1.4781, 3.6961)  0.00
H (0.5754, -0.6474, 4.7088)  0.00
H (1.9868, 0.0436, 2.4511)  0.00
H (-3.4832, -3.7207, -0.2943)  0.00
H (-5.7810, -4.1434, 1.1165)  0.00
H (-5.5081, -2.4666, 3.2809)  0.00
N (3.1459, 3.8726, -1.7122)  0.06
C (2.0406, 3.5712, -2.4068)  0.05
S (2.0570, 2.6203, -3.7783)  0.09
N (0.9468, 4.2112, -1.8630)  0.40
N (-0.1918, 3.9632, -2.4067)  0.29
C (-1.2791, 3.6709, -1.8186)  0.07
C (-1.4301, 3.3110, -0.4075)  0.02
C (-2.5634, 3.8222, 0.2337)  0.01
C (-2.7557, 3.6728, 1.5907)  0.00
C (-1.7842, 2.9999, 2.3258)  0.00
C (-0.6820, 2.4476, 1.7062)  0.00
C (-0.4973, 2.5338, 0.3156)  0.00
O (0.5032, 1.8827, -0.2666)  0.00
H (3.9976, 3.3881, -1.9287)  0.00
H (3.0571, 4.3820, -0.8487)  0.00
H (-2.1753, 3.7675, -2.4252)  0.00
H (-3.2894, 4.3680, -0.3590)  0.00
H (-3.6347, 4.0831, 2.0684)  0.00
H (-1.8925, 2.8901, 3.3981)  0.00
H (0.0549, 1.9175, 2.2894)  0.00
C (4.6251, 0.9407, -0.7700)  0.00
C (3.9269, -0.3576, -0.3535)  0.00
C (4.2976, -0.7008, 1.0908)  0.00
C (4.3869, -1.4916, -1.2771)  0.00
N (2.5023, -0.1816, -0.4606)  0.00
H (5.7107, 0.8445, -0.6915)  0.00
H (4.2929, 1.7571, -0.1269)  0.00
H (4.3618, 1.1763, -1.8039)  0.00
H (5.3656, -0.9151, 1.1729)  0.00
H (3.7384, -1.5751, 1.4289)  0.00
H (4.0703, 0.1384, 1.7506)  0.00
H (5.4749, -1.5893, -1.2644)  0.00
H (4.0771, -1.2918, -2.3054)  0.00
H (3.9602, -2.4428, -0.9551)  0.00
N (0.8952, -0.3834, -2.7610)  0.00
H (1.5446, -1.1431, -2.9211)  0.00
H (1.2683, 0.4665, -3.1925)  0.00
H (0.0066, -0.6191, -3.1882)  0.00

***

#2
The following is a DFT calculation (ωB97M-V/def2-TZVPD) of C24H31BN13OSTi as an isolated structure.

Values from the calculation:
Orbital gap (spin up / spin down) ... 7.98 / 6.35 eV
LUMO (spin up / spin down) ... 0.376 / -1.244 eV
⟨S²⟩ ... 0.76
E_HOMO (spin up / spin down) ... -7.6 / -7.6 eV
2S+1 ... 2

Each line ends with the Löwdin spin population.
Element x y z (Å)
Ti (-0.4247, -1.0207, -0.4001)  0.01
C (1.2313, -0.8232, 3.8041)  0.00
C (0.3512, -1.3221, 2.8388)  0.00
N (0.5836, -0.7540, 1.6605)  0.00
N (1.6165, 0.0951, 1.8344)  0.00
C (2.0112, 0.0839, 3.1215)  0.00
B (2.2949, 0.8243, 0.6535)  0.00
N (2.7678, -0.2304, -0.4017)  0.00
C (3.8778, -0.2289, -1.1640)  0.00
C (3.7013, -1.1187, -2.2007)  0.00
C (2.4120, -1.6192, -2.0023)  0.00
N (1.8542, -1.0745, -0.9283)  0.00
N (1.3038, 1.7100, -0.1247)  0.00
C (1.4949, 2.9349, -0.6579)  0.00
C (0.6320, 3.0879, -1.7171)  0.00
C (-0.0676, 1.8780, -1.7732)  0.00
N (0.3333, 1.0610, -0.8153)  0.00
N (3.4938, 1.5829, 1.2019)  0.00
C (4.6951, 1.0749, 1.5780)  0.00
C (5.3426, 2.0247, 2.3248)  0.00
C (4.4396, 3.1055, 2.3605)  0.00
N (3.3286, 2.8312, 1.7025)  0.00
H (1.2864, -1.0790, 4.8476)  0.00
H (-0.4475, -2.0421, 2.9307)  0.00
H (2.8165, 0.7119, 3.4632)  0.00
H (4.7092, 0.4141, -0.9335)  0.00
H (4.3969, -1.3624, -2.9836)  0.00
H (1.8510, -2.3168, -2.6036)  0.00
H (2.2244, 3.6000, -0.2325)  0.00
H (0.5137, 3.9516, -2.3471)  0.00
H (-0.8419, 1.5640, -2.4512)  0.00
H (4.9897, 0.0726, 1.3145)  0.00
H (6.3204, 1.9551, 2.7685)  0.00
H (4.5542, 4.0654, 2.8386)  0.00
N (-4.7423, -2.0500, 0.2033)  0.08
C (-3.7221, -2.0093, 1.0692)  0.06
S (-2.3998, -3.0342, 0.9458)  0.07
N (-3.9215, -1.0466, 2.0264)  0.38
N (-3.0231, -0.9543, 2.9474)  0.31
C (-2.3196, 0.0596, 3.2606)  0.05
C (-2.1822, 1.2561, 2.4404)  0.02
C (-2.1944, 2.4860, 3.1053)  0.00
C (-2.2776, 3.6738, 2.4085)  0.00
C (-2.3715, 3.6182, 1.0184)  0.00
C (-2.3078, 2.4147, 0.3469)  0.00
C (-2.1295, 1.1945, 1.0262)  0.00
O (-1.9373, 0.0755, 0.3756)  0.00
H (-4.6418, -2.6029, -0.6292)  0.00
H (-5.4503, -1.3355, 0.2536)  0.00
H (-1.8337, 0.0191, 4.2298)  0.00
H (-2.1764, 2.4916, 4.1898)  0.00
H (-2.3000, 4.6194, 2.9319)  0.00
H (-2.4824, 4.5336, 0.4494)  0.00
H (-2.3782, 2.3874, -0.7305)  0.00
C (-3.0666, -2.2009, -2.9342)  0.00
C (-1.6212, -1.7533, -3.1706)  0.00
C (-1.6055, -0.5186, -4.0738)  0.00
C (-0.8355, -2.8872, -3.8353)  0.00
N (-1.0286, -1.4222, -1.9006)  0.00
H (-3.5567, -2.4517, -3.8776)  0.00
H (-3.6182, -1.3931, -2.4497)  0.00
H (-3.0741, -3.0776, -2.2825)  0.00
H (-2.0107, -0.7567, -5.0598)  0.00
H (-0.5847, -0.1513, -4.1954)  0.00
H (-2.2136, 0.2745, -3.6351)  0.00
H (-1.3044, -3.1897, -4.7740)  0.00
H (-0.7947, -3.7558, -3.1747)  0.00
H (0.1830, -2.5627, -4.0570)  0.00
N (0.4359, -3.1629, -0.0081)  0.00
H (0.8576, -3.4221, -0.8919)  0.00
H (-0.1943, -3.9075, 0.2638)  0.00
H (1.1775, -3.0950, 0.6807)  0.00

***

The data favor #1; the next most stable structure lies 10.7 kcal/mol above it.

***

#1
The following is a DFT calculation (ωB97M-V/def2-TZVPD) of one molecule with the formula C3H8O4.

Values from the calculation:
Orbital gap ... 10.01 eV
LUMO ... 0.268 eV
E_HOMO ... -9.7 eV
2S+1 ... 1
SMILES ... CC(C)(OO)OO

Each line ends with the Mulliken charge.
Element x y z (Å)
C (-1.2027, 0.5102, 0.2492)  -1.22
C (0.1044, -0.1947, -0.0197)  1.19
C (-0.0246, -1.7066, -0.0801)  -1.50
O (1.1276, 0.1634, -0.8412)  -0.26
O (0.4093, 1.2844, -1.7042)  -0.38
O (1.0714, 0.0249, 1.2796)  -0.30
O (1.0362, 1.3497, 1.7461)  -0.36
H (-1.9580, 0.1839, -0.4619)  0.37
H (-1.0905, 1.5906, 0.2383)  0.35
H (-1.5371, 0.2712, 1.2568)  0.37
H (-0.6379, -1.9775, -0.9360)  0.38
H (0.9523, -2.1741, -0.1687)  0.38
H (-0.4546, -2.0686, 0.8503)  0.34
H (0.5391, 0.9154, -2.5896)  0.32
H (1.6650, 1.8278, 1.1810)  0.31

***

#2
The following is a DFT calculation (ωB97M-V/def2-TZVPD) of a 2-piece molecular cluster, C3H8O4 overall.

Values from the calculation:
Orbital gap ... 10.87 eV
LUMO ... 0.465 eV
E_HOMO ... -10.4 eV
2S+1 ... 1
SMILES ... O=C(O)CCO.O

Each line ends with the Mulliken charge.
Element x y z (Å)
O (0.8932, 1.3729, 1.6263)  -0.54
C (0.1970, 0.9274, 0.7508)  0.55
O (0.0280, -0.3492, 0.4094)  -0.42
C (-0.6610, 1.8158, -0.0921)  -0.56
C (-2.1792, 1.5777, -0.1984)  -0.39
O (-2.5060, 0.8029, -1.3574)  -0.53
H (0.3776, -0.9686, 1.0652)  0.34
H (-0.3094, 1.7372, -1.1669)  0.29
H (-0.4390, 2.8744, -0.0104)  0.41
H (-2.6227, 2.5721, -0.3351)  0.25
H (-2.7451, 1.1005, 0.5860)  0.28
H (-2.0524, -0.0514, -1.3735)  0.31
O (3.7413, -4.6718, 0.1930)  -0.64
H (3.9069, -4.6185, -0.7454)  0.32
H (4.3709, -4.1214, 0.6484)  0.32

***

The data favor #2; the next most stable structure lies 145.3 kcal/mol above it.

***

#1
The following is a DFT calculation (ωB97M-V/def2-TZVPD) of one molecule with the formula C7H12O2.

Values from the calculation:
Orbital gap ... 10.10 eV
LUMO ... 0.807 eV
E_HOMO ... -9.3 eV
2S+1 ... 1
SMILES ... C=C(C)C(=C)CC(O)O

Each line ends with the Mulliken charge.
Element x y z (Å)
C (2.5399, 0.9217, 0.3740)  -1.04
C (1.6123, 0.3108, -0.3674)  0.50
C (1.9218, -0.4604, -1.6138)  -1.17
C (-0.0186, 0.4993, 0.0138)  0.23
C (-0.6572, 1.5933, -0.3750)  -0.88
C (-0.2856, -0.6439, 0.8648)  -0.36
C (-2.0101, -0.9132, 0.9444)  -0.17
O (-2.7671, 0.1925, 1.3720)  -0.50
O (-2.5044, -1.3801, -0.2881)  -0.53
H (2.2890, 1.4374, 1.2972)  0.29
H (3.5905, 0.9321, 0.0886)  0.31
H (1.3648, -0.0607, -2.4680)  0.28
H (2.9863, -0.4118, -1.8757)  0.39
H (1.6553, -1.5161, -1.4999)  0.26
H (-1.6757, 1.7937, -0.0589)  0.28
H (-0.1521, 2.3687, -0.9416)  0.34
H (0.0521, -0.4756, 1.8897)  0.35
H (0.0758, -1.5872, 0.4486)  0.30
H (-2.1337, -1.7235, 1.6703)  0.42
H (-3.6783, -0.1267, 1.4879)  0.32
H (-2.2050, -0.7504, -0.9628)  0.38

***

#2
The following is a DFT calculation (ωB97M-V/def2-TZVPD) of C7H12O2 as an isolated structure.

Values from the calculation:
Orbital gap ... 7.87 eV
LUMO ... 0.405 eV
E_HOMO ... -7.5 eV
2S+1 ... 1

Each line ends with the Mulliken charge.
Element x y z (Å)
C (-2.0452, -0.3238, 1.8516)  -1.28
C (-1.3613, 1.0440, -1.4247)  -1.27
C (1.3127, -1.2384, -0.9916)  -1.45
C (-1.0011, 0.0876, 0.9140)  0.57
C (-0.6622, 0.3382, -0.3124)  -0.19
C (0.9454, 0.1255, -0.4457)  1.48
C (1.7061, 1.1999, -0.7925)  -1.24
O (0.5704, -0.4555, 1.3305)  -0.30
O (1.7040, -0.4972, 2.2606)  -0.33
H (2.1742, -1.2238, 1.8168)  0.33
H (-2.9711, 0.2387, 1.6909)  0.35
H (-2.2617, -1.3925, 1.7588)  0.29
H (-1.7444, -0.1322, 2.8856)  0.34
H (-1.2303, 0.4922, -2.3606)  0.32
H (-2.4275, 1.1532, -1.2178)  0.36
H (-0.9085, 2.0297, -1.5684)  0.27
H (1.4936, -1.1934, -2.0680)  0.39
H (2.2316, -1.5894, -0.5158)  0.34
H (0.5301, -1.9783, -0.8090)  0.37
H (1.4574, 2.2007, -0.4649)  0.38
H (2.4879, 1.1146, -1.5376)  0.27

***

#3
The following is a DFT calculation (ωB97M-V/def2-TZVPD) of one molecule with the formula C7H12O2.

Values from the calculation:
Orbital gap ... 10.26 eV
LUMO ... 0.816 eV
E_HOMO ... -9.4 eV
2S+1 ... 1
SMILES ... C=C[C@@](C)(O)CC(C)=O

Each line ends with the Mulliken charge.
Element x y z (Å)
C (-1.0948, 1.6037, 2.1599)  -0.82
C (-0.2795, 1.8031, 1.1387)  -0.53
C (-0.1730, 0.9530, -0.0960)  1.30
C (-1.4854, 0.2742, -0.4977)  -1.63
O (0.3318, 1.7285, -1.1234)  -0.66
C (0.9468, -0.2308, 0.2643)  -0.96
C (1.1660, -1.0379, -0.9618)  0.96
C (0.9952, -2.5258, -0.8338)  -1.27
O (1.3806, -0.5030, -2.0466)  -0.65
H (-1.7890, 0.7799, 2.2013)  0.23
H (-1.0753, 2.2486, 3.0231)  0.28
H (0.4129, 2.6341, 1.1349)  0.33
H (-1.3504, -0.2767, -1.4269)  0.38
H (-2.2441, 1.0391, -0.6574)  0.38
H (-1.8313, -0.4131, 0.2705)  0.36
H (0.7835, 1.1026, -1.7869)  0.47
H (0.6049, -0.8157, 1.1147)  0.38
H (1.8486, 0.3330, 0.5083)  0.41
H (1.0472, -3.0113, -1.8094)  0.37
H (0.0270, -2.7626, -0.3905)  0.31
H (1.7784, -2.9230, -0.1852)  0.35

***

#4
The following is a DFT calculation (ωB97M-V/def2-TZVPD) of one molecule with the formula C7H12O2.

Values from the calculation:
Orbital gap (spin up / spin down) ... 8.71 / 8.72 eV
LUMO (spin up / spin down) ... -1.136 / -1.137 eV
E_HOMO (spin up / spin down) ... -9.8 / -9.9 eV
2S+1 ... 1

Each line ends with the Mulliken charge.
Element x y z (Å)
C (-2.1432, 0.2746, 0.1699)  -0.23
C (-0.4241, 1.1608, 1.7395)  -0.92
C (-0.7074, 0.2980, 0.4544)  -0.10
C (0.2206, 0.5218, -1.6489)  -1.61
C (0.2299, -1.8436, -0.6186)  -1.27
C (1.7398, 0.0302, 0.3080)  -2.16
C (0.3794, -0.2914, -0.2929)  2.25
O (-2.6841, 0.0307, -0.9094)  -0.50
O (-0.6372, -0.0218, 2.4717)  -0.49
H (-2.7375, 0.3720, 1.0182)  0.55
H (0.5770, 1.6301, 1.7782)  0.33
H (-1.1130, 1.9259, 1.8915)  0.47
H (1.1182, 0.1159, -2.2619)  0.33
H (0.2612, 1.6208, -1.3891)  0.40
H (-0.7001, 0.2921, -2.1234)  0.52
H (-0.4537, -1.8216, -1.4772)  0.39
H (1.2212, -2.4218, -0.8406)  0.29
H (-0.3498, -2.3373, 0.2780)  0.30
H (2.4194, -0.5936, -0.0436)  0.54
H (1.7617, -0.0212, 1.3826)  0.50
H (2.0215, 1.0795, 0.1136)  0.41

***

The data favor #3; the next most stable structure lies 35.3 kcal/mol above it.